Record 1
{"formula": "C4H13NO2", "method": "ωB97M-V/def2-TZVPD", "e_above_lowest_ev": 1.2563, "e_homo_ev": -8.5114, "smiles": "C=CNCC.O.O", "orbital_gap_ev": 9.45, "elements": ["C", "C", "N", "C", "C", "H", "H", "H", "H", "H", "H", "H", "H", "H", "O", "H", "H", "O", "H", "H"], "xyz": [[2.051, 0.100, -0.627], [0.829, -0.225, -0.224], [-0.395, 0.268, -0.719], [-1.256, -0.704, -1.455], [-1.153, -0.464, -2.943], [2.916, -0.274, -0.084], [2.214, 0.669, -1.544], [0.670, -0.893, 0.613], [-0.231, 1.071, -1.318], [-2.269, -0.568, -1.085], [-0.881, -1.672, -1.133], [-1.916, -0.944, -3.567], [-0.126, -0.675, -3.262], [-1.309, 0.611, -3.113], [1.373, -0.308, 2.984], [1.060, 0.606, 3.071], [1.402, -0.823, 3.788], [-1.202, 1.189, 2.154], [-1.000, 1.413, 1.230], [-1.995, 0.649, 2.178]], "mulliken_charge": [-0.839, -0.081, -0.233, -0.301, -1.160, 0.268, 0.234, 0.361, 0.207, 0.281, 0.322, 0.365, 0.287, 0.301, -0.601, 0.318, 0.285, -0.627, 0.319, 0.293]}

=====

Record 2
{"formula": "C3H7N5O5S", "method": "ωB97M-V/def2-TZVPD", "e_homo_ev": -9.7002, "smiles": "NC(=O)SO/C(N)=N/[N@@H+](N)[O-].O=C=O", "orbital_gap_ev": 9.91, "elements": ["N", "C", "O", "S", "O", "C", "N", "N", "N", "N", "O", "H", "H", "H", "H", "H", "H", "H", "O", "C", "O"], "xyz": [[2.927, -1.443, -1.669], [3.454, -0.268, -1.213], [4.516, -0.159, -0.715], [2.372, 1.136, -1.072], [0.812, 0.765, -1.826], [-0.308, 0.642, -0.910], [-1.506, 0.572, -1.536], [-0.035, 0.810, 0.329], [-0.879, 0.626, 1.429], [-1.020, 1.864, 2.222], [-2.099, 0.091, 1.120], [3.598, -2.183, -1.929], [2.063, -1.418, -2.195], [-2.298, 0.399, -1.017], [-1.536, 0.149, -2.453], [-0.280, 0.020, 2.128], [-1.432, 2.627, 1.687], [-1.827, 1.690, 2.847], [-1.181, -1.862, 2.115], [-2.218, -1.852, 1.631], [-3.121, -2.204, 1.027]], "mulliken_charge": [-0.414, 0.571, -0.513, 0.052, -0.486, 0.716, -0.360, -0.686, 0.708, -0.730, -0.742, 0.252, 0.219, 0.253, 0.261, 0.397, 0.299, 0.293, -0.466, 0.775, -0.400]}

=====

Record 3
{"formula": "C3H4InLiO3", "method": "ωB97M-V/def2-TZVPD", "e_above_lowest_ev": 7.5757, "e_homo_ev": [-16.6367, -16.3618], "orbital_gap_ev": [4.69, 4.23], "charge": 2, "elements": ["H", "C", "C", "O", "C", "O", "In", "O", "H", "H", "H", "Li"], "xyz": [[-1.587, -0.675, 1.442], [-1.390, -0.601, 0.356], [-0.156, -1.379, -0.014], [0.944, -0.442, 0.177], [2.221, -0.144, -0.470], [2.676, 0.949, 0.188], [0.370, 1.458, 0.219], [-1.373, 0.790, 0.001], [-2.226, -1.118, -0.153], [-0.168, -1.553, -1.105], [3.575, 1.191, -0.069], [-2.886, 1.522, -0.574]], "mulliken_charge": [0.339, -0.210, -0.125, -0.058, 0.008, -0.217, 0.808, -0.541, 0.329, 0.328, 0.430, 0.909]}

=====

Record 4
{"formula": "C2H5N5O", "method": "ωB97M-V/def2-TZVPD", "e_above_lowest_ev": 6.5465, "e_homo_ev": -9.1452, "orbital_gap_ev": 9.02, "elements": ["C", "C", "H", "H", "H", "H", "H", "N", "N", "N", "N", "N", "O"], "xyz": [[0.525, -0.057, -0.242], [-1.935, -0.658, -0.080], [2.360, -1.367, 0.531], [1.892, 1.251, 0.341], [-2.986, -0.932, 0.132], [-1.663, 0.716, 1.254], [-0.271, 2.206, -0.987], [1.907, 0.474, -0.358], [0.327, -1.281, -0.191], [-1.045, -1.618, -0.353], [-1.666, 0.816, 0.174], [-0.369, 0.977, -0.346], [2.923, -0.527, 0.125]], "mulliken_charge": [0.430, -0.005, 0.385, 0.283, 0.365, 0.269, 0.412, -0.244, -0.265, -0.489, -0.458, -0.248, -0.434]}